The following is a DFT calculation (the ωB97M-V functional and the def2-TZVPD basis) of a cluster of 2 separate species, C5H6 in total.

The calculation puts the total energy at -5272.9097 eV. Its HOMO energy (alpha / beta) is -8.892 / -9.026 eV. The calculation puts the LUMO energy (alpha / beta) at -0.3339 / -0.5855 eV.

Last column: Löwdin charge in e.
Atoms and positions in Å:
C  0.76863  -1.78621  -0.82549  -0.499
C  0.44636  -2.98305  -0.70828  0.206
H  -1.62292  -0.47380  1.28386  0.005
C  -1.27054  0.55717  1.12226  0.094
C  0.86310  -0.58258  -0.02344  0.004
H  1.63694  -0.16104  0.61988  0.097
H  -1.93742  1.11344  0.48431  -0.011
C  0.92117  -0.57766  -1.55271  -0.107
H  0.05521  -0.44394  -2.21179  0.121
H  -0.60313  1.06444  1.79726  -0.011
H  1.90948  -0.24191  -1.80421  0.101

Atoms 1-3, force components in eV/Å:
C 1.1240 0.0344 1.5669
C -0.6248 -2.9217 0.3451
H 0.4740 0.6955 0.3491


The following is a DFT calculation (the ωB97M-V functional and the def2-TZVPD basis) of an isolated molecule of C5H6.

The calculation puts the total energy at -5277.9874 eV. As for the SMILES: C#CC1CC1. Its HOMO energy is -9.352 eV. The calculation puts the LUMO energy at 0.9402 eV.

Last column: Löwdin charge in e.
Atoms and positions in Å:
H  -0.77497  0.39236  -1.97824  0.093
C  -0.05287  0.62199  -1.20396  -0.085
C  -1.15001  -0.06379  2.38729  0.084
H  -1.19318  0.41290  3.32395  0.010
C  -0.47015  -0.03022  1.37984  -0.135
H  -0.65173  -1.20640  0.19192  0.145
C  -0.10916  -0.26930  0.03350  -0.317
H  2.05156  0.01969  -0.63372  0.101
H  0.18163  1.69923  -1.16315  0.112
C  1.06424  -0.34596  -0.89069  -0.110
H  1.06007  -1.28548  -1.44018  0.102

Atoms 1-3, force components in eV/Å:
H 0.2337 -0.1013 -0.1335
C -0.2964 -0.3441 0.1049
C 1.2225 0.7040 -0.2238


The following is a DFT calculation (the ωB97M-V functional and the def2-TZVPD basis) of a cluster of 4 separate species, C5H6Br2F4N2O2 in total.

The calculation puts the total energy at -163305.9386 eV. As for the SMILES: O=C(F)[C@H](Br)CBr.F/N=N/F.C=C=O.F. Its HOMO energy is -10.393 eV. The calculation puts the LUMO energy at -0.4514 eV.

Last column: Löwdin charge in e.
Atoms and positions in Å:
F  -4.08777  0.27637  -1.43496  0.068
N  0.21188  -2.70370  -1.26399  0.033
H  -2.13398  -1.27653  -0.53648  0.062
Br  -3.96851  -1.41323  1.24041  0.615
C  -3.30552  1.28142  -0.94588  -0.598
F  -0.61465  -1.49066  -2.87536  -0.096
F  0.74419  -0.17929  2.05305  -0.171
Br  -0.64288  1.32471  -0.72710  0.778
H  2.40782  1.90841  0.39466  0.045
F  1.18250  -3.56797  -0.88740  -0.012
C  2.69325  0.02222  -0.03438  -0.267
H  1.46442  0.14687  1.44713  0.011
C  2.83886  1.05597  0.73213  -0.005
H  -2.27366  1.57408  1.02144  0.135
O  2.60072  -0.78686  -0.87893  0.174
O  -3.52484  2.38957  -1.32959  0.144
N  0.37642  -2.46870  -2.44306  0.106
H  3.86178  1.16684  1.17452  0.128
H  -1.56180  -0.87822  1.26312  0.066
C  -2.33662  -0.66009  0.42236  -0.639
C  -2.40518  0.89636  0.10915  -0.578

Atoms 1-3, force components in eV/Å:
F 0.9041 0.0855 0.2366
N -1.0594 1.1617 -0.5196
H -0.2962 1.2293 1.7589


The following is a DFT calculation (the ωB97M-V functional and the def2-TZVPD basis) of a cluster of 2 separate species, C5H6BrI in total.

The calculation puts the total energy at -83421.0320 eV. Its HOMO energy (alpha / beta) is -9.798 / -7.548 eV. The calculation puts the LUMO energy (alpha / beta) at -0.5217 / -3.1851 eV.

Last column: Löwdin charge in e.
Atoms and positions in Å:
C  -0.24497  1.24794  0.93267  -0.686
H  0.91925  2.17751  2.23289  0.048
C  -0.22640  0.03347  0.31591  -0.169
Br  -1.97140  1.49329  1.79893  0.670
H  0.92681  -2.69202  -0.58448  0.039
H  0.47631  3.29503  0.82565  0.144
H  -0.00082  -2.48823  -1.85789  -0.005
C  -0.07632  -1.00635  -0.31801  -0.034
H  1.62122  1.84159  0.62307  0.040
C  0.00846  -2.37170  -0.82291  -0.113
H  -0.75430  -3.04075  -0.48237  0.090
I  -1.54398  -0.69647  -3.85783  0.084
C  0.86613  2.20670  1.19438  -0.107

Atoms 1-3, force components in eV/Å:
C -1.7082 -0.4876 0.2877
H 1.0935 0.4700 1.8575
C 1.0420 -0.2588 -0.8292


The following is a DFT calculation (the ωB97M-V functional and the def2-TZVPD basis) of a structure of composition C5H6BrN.

The calculation puts the total energy at -76809.8883 eV. Its HOMO energy is -9.040 eV. The calculation puts the LUMO energy at 0.8660 eV.

Last column: Löwdin charge in e.
Atoms and positions in Å:
C  -1.28671  0.57631  1.72904  -0.136
C  -0.40367  0.07048  0.71044  -0.330
C  2.12648  -0.49604  -1.25356  -0.099
N  1.59579  -1.58129  -0.83075  0.135
Br  -1.58714  1.40260  -1.47918  0.694
H  0.35214  -0.94262  -2.53620  0.047
H  3.12834  0.02751  -1.06788  0.147
H  -0.80686  0.98283  2.56695  0.038
C  -0.42335  0.26107  -0.56800  -0.637
H  -1.82962  1.54395  1.30796  0.091
H  -1.89302  -0.31419  2.17964  0.122
C  0.82744  -0.70091  -1.70432  -0.182
H  0.20018  -0.82971  0.94586  0.109

Atoms 1-3, force components in eV/Å:
C -2.9070 1.0636 0.0539
C 1.0734 -2.2848 0.2372
C 2.4594 -0.8122 1.0975


The following is a DFT calculation (the ωB97M-V functional and the def2-TZVPD basis) of a cluster of 2 separate species, C5H6BrN in total.

The calculation puts the total energy at -76807.5276 eV. Its HOMO energy (alpha / beta) is -7.734 / -8.133 eV. The calculation puts the LUMO energy (alpha / beta) at -0.1954 / 0.5716 eV.

Last column: Löwdin charge in e.
Atoms and positions in Å:
C  -0.92079  -3.26813  0.58215  -0.156
C  0.29784  0.36952  -0.32297  -0.330
H  0.74311  2.36493  -1.23821  0.080
H  -1.03249  -3.71642  1.57624  0.116
C  1.16739  -0.53080  -0.04438  -0.715
C  -0.18388  -2.77320  -0.43982  -0.082
H  1.35066  1.98163  0.40328  0.049
H  -0.56595  0.05624  -1.01722  0.120
H  0.44084  -2.95939  -1.31783  0.086
N  -1.70994  -2.69164  -0.29327  0.133
H  -0.32348  2.21757  0.14852  0.035
C  0.52395  1.86162  -0.30487  -0.109
Br  2.79185  -0.44721  0.64260  0.773

Atoms 1-3, force components in eV/Å:
C -1.2640 0.3964 0.0148
C -1.9534 1.1535 -3.6521
H -0.0871 -0.2478 -0.2809


The following is a DFT calculation (the ωB97M-V functional and the def2-TZVPD basis) of an isolated molecule of C5H6BrNS.

The calculation puts the total energy at -87649.3588 eV. As for the SMILES: C[C@@H](Br)c1nccs1. Its HOMO energy is -9.099 eV. The calculation puts the LUMO energy at 0.5271 eV.

Last column: Löwdin charge in e.
Atoms and positions in Å:
H  -0.63938  1.18873  -3.84366  0.049
H  -0.14638  0.31992  1.81550  0.023
C  -0.53393  0.73432  -2.90854  -0.404
H  -0.18421  2.60275  -1.72459  0.111
H  0.42261  -2.03811  -0.01193  0.097
H  1.01734  -0.87798  2.12146  0.095
C  -0.33593  -0.38366  -0.76075  -0.651
C  -0.35077  -1.35386  0.39395  -0.741
H  -0.58341  -1.11214  2.57187  0.073
Br  -2.05331  -2.27577  0.48028  0.696
C  -0.26897  1.52391  -1.81720  -0.254
C  -0.00503  -0.67399  1.71601  -0.138
S  -0.52530  -0.89297  -2.43446  1.020
N  -0.11753  0.87959  -0.67145  0.025

Atoms 1-3, force components in eV/Å:
H -0.2405 -0.1983 -1.5230
H -0.6307 3.3140 -0.5366
C 0.7404 1.1261 1.6309


The following is a DFT calculation (the ωB97M-V functional and the def2-TZVPD basis) of a structure of composition C5H6Cl2MnO4STi.

The calculation puts the total energy at -103734.4716 eV. Its HOMO energy (alpha / beta) is -24.756 / -27.332 eV. Its net charge is +4. As for the multiplicity: 6. The calculation puts the LUMO energy (alpha / beta) at -19.4525 / -19.4069 eV.

Last column: Löwdin spin population.
Atoms and positions in Å:
H  -1.72077  -1.33116  4.43730  0.001
O  -2.10109  -0.27636  0.82002  -0.054
H  -1.17278  -3.11168  1.72893  0.000
H  0.37322  -2.27344  1.17412  0.002
Cl  -0.88614  -2.06588  -1.29149  0.076
C  0.80498  1.23318  0.73264  0.025
O  0.21225  -2.87973  -4.53750  0.061
C  -0.05851  -1.84628  -4.09065  -0.018
O  1.47519  2.12236  1.07244  0.032
Cl  -1.13164  1.60954  -1.77748  -0.002
H  -2.87226  -2.11387  3.31993  0.002
C  -0.04479  0.65483  -4.33078  -0.033
C  -0.37841  -2.35947  1.99228  0.018
Ti  -0.71632  -0.00238  -0.09002  0.850
Mn  -0.52698  -0.49537  -2.87884  3.893
O  0.34887  1.29863  -5.21576  0.052
C  -2.32059  -1.16993  3.51965  0.009
S  -0.92517  -0.65485  2.48076  0.078
H  -2.99152  -0.34643  3.79237  0.001
H  0.11394  -2.53332  2.97506  0.006

Atoms 1-3, force components in eV/Å:
H 0.0478 -0.0517 0.2232
O 1.0184 -0.0467 2.5904
H 0.4129 1.0269 0.6030


The following is a DFT calculation (the ωB97M-V functional and the def2-TZVPD basis) of an isolated molecule of C5H6Cl2S.

The calculation puts the total energy at -41159.1641 eV. As for the SMILES: ClC(Cl)=CC1CSC1. Its HOMO energy is -9.030 eV. The calculation puts the LUMO energy at 0.2788 eV.

Last column: Löwdin charge in e.
Atoms and positions in Å:
H  -1.64639  0.73498  1.68084  0.113
H  -1.62523  -2.03483  -0.00424  0.151
Cl  3.14996  -0.61590  -0.16932  0.432
H  -0.80990  0.71919  -1.15616  -0.006
C  1.29577  -0.20928  0.06769  -0.927
H  -1.16944  -0.70948  -2.11110  0.138
C  0.33219  -1.09036  0.34541  -0.155
Cl  1.37553  1.54573  0.14408  0.584
C  -1.43675  -0.11998  -1.08369  -0.324
C  -2.09393  -0.16012  1.08764  -0.518
H  -2.43230  -0.66068  1.99165  0.066
H  0.74098  -1.99375  0.55600  0.068
S  -3.22244  0.23353  -0.27551  0.791
C  -1.16929  -1.02009  0.22967  -0.412

Atoms 1-3, force components in eV/Å:
H -0.1540 -0.9206 -1.9921
H 0.6779 1.2388 0.7040
Cl -2.4955 -0.4747 0.4615


The following is a DFT calculation (the ωB97M-V functional and the def2-TZVPD basis) of a cluster of 3 separate species, C5H6Cl3NO3S in total.

The calculation puts the total energy at -61311.8421 eV. Its HOMO energy (alpha / beta) is -7.383 / -9.353 eV. As for the multiplicity: 3. The calculation puts the LUMO energy (alpha / beta) at 0.4511 / -3.8346 eV.

Last column: Löwdin spin population.
Atoms and positions in Å:
C  0.15126  2.01428  1.42159  0.003
H  -0.06408  -0.26434  -1.73191  0.000
N  -0.87597  1.37513  0.64475  0.021
H  0.91321  -1.05864  -3.07729  0.000
C  1.83820  -0.53698  -1.13604  0.001
O  -3.92210  -0.95426  1.50091  0.507
H  1.05693  1.67701  1.14551  0.000
C  -1.93635  1.19982  0.18026  0.018
O  -2.86808  0.76019  -0.38122  0.083
S  -3.12483  -1.45386  0.41661  0.824
O  -1.82036  -1.97757  0.73948  0.535
C  2.06889  -0.95151  0.10330  0.000
Cl  1.02511  -2.03087  0.91836  0.006
H  0.38382  -1.99042  -1.70246  0.000
Cl  3.30761  -0.29726  1.15968  0.000
H  0.01724  1.77453  2.41802  0.000
H  0.21312  3.11570  1.21155  0.001
C  0.63650  -0.93729  -1.96904  0.000
Cl  2.99990  0.53635  -1.86208  0.000

Atoms 1-3, force components in eV/Å:
C -2.5143 2.3877 -1.4440
H -3.1945 2.2757 0.2596
N 1.1078 0.7577 0.5794


The following is a DFT calculation (the ωB97M-V functional and the def2-TZVPD basis) of an isolated molecule of C5H6ClF.

The calculation puts the total energy at -20521.1880 eV. As for the SMILES: C=C(F)/C(C)=C/Cl. Its HOMO energy is -9.090 eV. The calculation puts the LUMO energy at 0.7224 eV.

Last column: Löwdin charge in e.
Atoms and positions in Å:
H  0.88232  -1.53729  0.81558  0.089
H  0.73519  -0.12029  1.84999  0.092
C  0.40966  0.62498  -0.92904  -0.336
Cl  -2.98936  -0.78002  0.84858  0.598
F  -0.27770  1.25690  -1.90789  0.042
H  2.30385  0.22382  -0.05779  0.077
H  2.21823  1.26250  -1.64096  0.064
H  -0.54244  -1.26673  1.85866  0.048
C  0.16770  -0.79004  1.18584  -0.072
H  -2.35293  0.53181  -0.96694  0.074
C  1.73569  0.67325  -0.89112  0.094
C  -1.80206  0.00020  -0.18855  -0.465
C  -0.48816  -0.07908  0.02362  -0.307

Atoms 1-3, force components in eV/Å:
H -0.2373 0.0780 0.0987
H -0.0943 0.1476 -0.5006
C -0.3381 -0.5013 0.6521


The following is a DFT calculation (the ωB97M-V functional and the def2-TZVPD basis) of an isolated molecule of C5H6ClFO4.

The calculation puts the total energy at -28710.8198 eV. As for the SMILES: O=C1O[C@@H](CO)[C@@H](O)[C@]1(F)Cl. Its HOMO energy is -10.229 eV. The calculation puts the LUMO energy at 0.3593 eV.

Last column: Löwdin charge in e.
Atoms and positions in Å:
H  2.77604  -0.65073  -0.11113  0.085
C  -0.04814  -0.92188  -0.30327  -0.214
C  1.71132  0.96069  -0.04257  -0.241
H  0.02409  -1.37593  -1.29377  0.139
O  -0.49629  1.41163  0.37413  0.072
F  -2.23425  -1.44838  0.80650  0.074
O  2.69464  0.18081  -0.54292  0.016
H  1.67427  0.99161  1.03516  0.140
C  0.31630  0.60318  -0.44830  -0.265
Cl  -2.61752  -0.48122  -1.54232  0.713
H  -0.03459  0.85079  -1.48520  0.164
C  -1.66302  0.87022  0.70349  -0.469
O  0.45578  -1.51697  0.83115  0.034
H  1.71233  1.95789  -0.44467  0.136
O  -2.44600  1.38530  1.42581  0.179
H  -0.08076  -2.29122  1.00183  0.108
C  -1.74419  -0.52578  0.03607  -0.672

Atoms 1-3, force components in eV/Å:
H -0.1701 -0.9060 0.7547
C -3.7868 3.5893 0.5525
C -1.6537 0.8546 0.2114


Which of these has the highest total energy? number 1